Entry 1:
Below is a 10-piece molecular cluster, C49H55BFI2N9OPS overall, with properties calculated with the ωB97M-V functional and the def2-TZVPD basis.

* net charge: -1
* E_HOMO: -3.94 eV
* LUMO: 1.63 eV
* frontier orbital gap: 5.57 eV

Element x y z (Å)
C 6.32620 4.19011 -0.73197
B 5.67197 5.49212 -1.34690
O 6.50574 6.40829 -1.99968
P 3.72579 5.70701 -1.30038
F 3.67318 5.58514 0.40067
S 3.95416 7.99884 -1.03264
C 1.77493 5.75260 -1.30221
I 0.87759 7.21392 -2.54070
C 0.90990 4.90412 -0.76077
C -0.59240 4.87968 -0.88370
I 1.58650 3.30145 0.46020
H 6.39594 3.41011 -1.50091
H 7.33989 4.38801 -0.37371
H 5.71976 3.78168 0.07705
H 6.83808 6.09983 -2.84530
H 3.66863 5.92061 -2.73580
H 3.55835 4.27020 -1.42778
H 3.48204 8.12135 0.21421
H -1.03966 4.06981 -0.31382
H -1.01297 5.82279 -0.53034
H -0.87754 4.75376 -1.93000
N 5.92864 10.76740 -0.22884
C 6.04236 12.07678 -0.03429
C 6.84340 12.90523 -0.80795
C 7.57114 12.33240 -1.83955
C 7.46315 10.96755 -2.04659
C 6.62908 10.22174 -1.22113
H 5.45651 12.49001 0.78114
H 6.89027 13.96740 -0.60533
H 8.20961 12.93977 -2.46967
H 8.01340 10.47632 -2.83859
H 6.50322 9.15319 -1.36157
N 2.31008 -2.35797 0.54032
C 2.22145 -1.02750 0.59026
C 3.04508 -0.17155 -0.12259
C 4.02209 -0.72515 -0.93484
C 4.13308 -2.10504 -0.99480
C 3.25660 -2.87303 -0.24308
H 1.44102 -0.62524 1.22812
H 2.90272 0.89829 -0.04345
H 4.68426 -0.08763 -1.50635
H 4.88751 -2.58363 -1.60390
H 3.31512 -3.95670 -0.26595
N 6.37862 -3.56352 1.26803
C 7.42454 -4.35029 1.03032
C 7.66230 -5.53872 1.70575
C 6.76471 -5.92882 2.68631
C 5.67357 -5.11639 2.94658
C 5.52240 -3.94784 2.21258
H 8.10836 -4.01270 0.25869
H 8.53021 -6.13824 1.46596
H 6.91364 -6.84827 3.23827
H 4.94707 -5.37731 3.70436
H 4.67357 -3.29469 2.38407
N -0.43081 -2.86554 -4.03840
C 0.24412 -2.77316 -2.89288
C -0.25328 -2.16348 -1.75043
C -1.52187 -1.60745 -1.80252
C -2.23638 -1.69000 -2.98686
C -1.64828 -2.32699 -4.06956
H 1.23638 -3.21214 -2.88559
H 0.34636 -2.12561 -0.85323
H -1.94473 -1.11690 -0.93522
H -3.23245 -1.27700 -3.07349
H -2.18422 -2.42056 -5.00858
N -4.50457 -5.95553 -6.17874
C -5.65147 -6.29362 -5.59373
C -5.94462 -6.02743 -4.26402
C -4.99612 -5.36923 -3.49745
C -3.79580 -5.01522 -4.08994
C -3.59978 -5.32900 -5.42702
H -6.37262 -6.80664 -6.22162
H -6.89463 -6.33136 -3.84457
H -5.16857 -5.14611 -2.45317
H -3.02306 -4.51339 -3.52485
H -2.66834 -5.06593 -5.91740
N -4.28638 3.98865 -0.83011
C -4.20428 4.90999 -1.78781
C -5.17978 5.87048 -2.01313
C -6.30029 5.87748 -1.19743
C -6.39478 4.92903 -0.19216
C -5.36568 4.00856 -0.05137
H -3.30987 4.88245 -2.40025
H -5.05342 6.59683 -2.80453
H -7.08170 6.61387 -1.33926
H -7.24251 4.89535 0.47933
H -5.40806 3.26592 0.73509
N -5.66043 3.88832 3.31236
C -5.79911 5.07153 3.90482
C -5.20087 5.39818 5.11261
C -4.41442 4.44488 5.73901
C -4.25941 3.20971 5.13167
C -4.90015 2.98257 3.92259
H -6.41276 5.79778 3.38254
H -5.34400 6.37993 5.54318
H -3.92470 4.66341 6.67921
H -3.64776 2.43692 5.57670
H -4.78962 2.03062 3.41473
N -3.20146 -5.68811 -0.62132
C -2.07063 -6.32935 -0.90493
C -1.61791 -7.42828 -0.18994
C -2.37738 -7.88027 0.87700
C -3.55789 -7.22256 1.18628
C -3.92161 -6.13481 0.40463
H -1.49917 -5.94276 -1.74214
H -0.69034 -7.91120 -0.46594
H -2.05299 -8.73828 1.45254
H -4.18741 -7.53850 2.00816
H -4.83928 -5.59539 0.61470
N -4.50553 -8.63875 4.40933
C -3.27249 -9.08324 4.17702
C -2.81808 -10.33068 4.57870
C -3.68998 -11.16118 5.26399
C -4.97529 -10.70972 5.51576
C -5.33324 -9.44646 5.06758
H -2.61695 -8.40212 3.64690
H -1.80509 -10.63869 4.35750
H -3.37371 -12.14183 5.59549
H -5.69142 -11.32144 6.04743
H -6.33227 -9.06390 5.24491



Entry 2:
Below is C49H56BrMnN2O3PS as an isolated structure, with properties calculated with the ωB97M-V functional and the def2-TZVPD basis.

* energy relative to the best compared isomer or geometry (same formula, charge and spin): 4.5 kcal per mole
* E_HOMO (spin up / spin down): -7.03 / -6.93 eV
* LUMO (spin up / spin down): 0.29 / 0.29 eV
* frontier orbital gap (spin up / spin down): 7.32 / 7.22 eV
* 2S+1: 2

Element x y z (Å)
Mn -0.03585 0.59967 0.11188
C -6.99103 -2.17155 -0.36633
C -5.91883 -3.25061 -0.51244
C -6.04704 -4.21813 0.67144
C -6.18046 -4.01565 -1.81697
C -4.51279 -2.65555 -0.54288
C -4.26264 -1.29840 -0.49519
C -2.95582 -0.84376 -0.53667
Br -2.69737 1.04679 -0.48721
C -1.80992 -1.64752 -0.62693
O -0.59589 -1.15631 -0.66477
C -2.08267 -3.05149 -0.69242
C -3.39609 -3.49209 -0.64532
C -0.93203 -4.04686 -0.84870
C -1.41558 -5.49934 -0.87365
C 0.04488 -3.92378 0.33076
C -0.23783 -3.77342 -2.19039
H -7.97680 -2.63884 -0.32841
H -6.98306 -1.47975 -1.21073
H -6.85788 -1.59563 0.55177
H -7.04964 -4.65149 0.70121
H -5.86996 -3.69647 1.61434
H -5.33018 -5.03727 0.60072
H -7.18468 -4.44619 -1.81313
H -5.46554 -4.82873 -1.95123
H -6.09425 -3.34838 -2.67640
H -5.06336 -0.57600 -0.42869
H -3.57414 -4.55740 -0.69234
H -1.93536 -5.77280 0.04752
H -0.54968 -6.15669 -0.97556
H -2.07868 -5.69636 -1.71803
H -0.45931 -4.20923 1.25906
H 0.41836 -2.91092 0.43773
H 0.89133 -4.60208 0.18970
H -0.94151 -3.94214 -3.00919
H 0.61008 -4.44961 -2.32957
H 0.11383 -2.74644 -2.25212
C 2.66115 -1.97214 -1.32580
C 2.72967 -1.45686 -2.73401
C 3.29358 -2.25239 -3.72644
C 3.43412 -1.79901 -5.02745
C 3.02152 -0.51602 -5.35048
C 2.45754 0.28980 -4.37256
C 2.28216 -0.16998 -3.06806
P 1.61177 0.91323 -1.73086
C 1.35026 2.48702 -2.63732
C 2.16590 3.59998 -2.45797
C 1.88462 4.80691 -3.08292
C 0.76145 4.91648 -3.88607
C -0.07184 3.81826 -4.05262
C 0.19886 2.59742 -3.44208
C -0.75166 1.44425 -3.64315
C 3.12875 1.15314 -0.75659
C 4.34200 1.58061 -1.29618
C 5.43940 1.79585 -0.47963
C 5.31967 1.55629 0.88707
C 4.13097 1.07112 1.41317
C 3.01446 0.82943 0.59998
C 1.74856 0.22237 1.11968
H 2.70327 -3.06029 -1.31081
H 1.73337 -1.66543 -0.84578
H 3.49582 -1.58915 -0.73233
H 3.63010 -3.24886 -3.46418
H 3.87343 -2.43985 -5.78105
H 3.13845 -0.13758 -6.35778
H 2.16045 1.29763 -4.63451
H 3.03471 3.53052 -1.81446
H 2.53570 5.65806 -2.92909
H 0.52747 5.85286 -4.37648
H -0.95728 3.90515 -4.67164
H -1.67292 1.78300 -4.11588
H -1.00830 0.96433 -2.69531
H -0.31389 0.67041 -4.27478
H 4.42042 1.75675 -2.36392
H 6.37476 2.14341 -0.89757
H 6.16886 1.72257 1.53939
H 4.06491 0.83201 2.47038
H 1.72318 0.35403 2.20951
H 1.80819 -0.86424 0.96857
C 1.81373 2.56566 7.15009
C 1.16266 1.68299 6.12019
C 0.31219 2.22519 5.15910
C -0.25943 1.43010 4.17910
C 0.02360 0.07425 4.16422
C 0.87226 -0.49159 5.10141
C 1.42847 0.31612 6.08239
S -0.61463 -0.92327 2.83189
C -2.12400 -1.48335 3.59777
O -1.13276 0.05579 1.80769
H 1.18701 3.42431 7.38734
H 2.76699 2.94758 6.77923
H 2.01204 2.01871 8.07124
H 0.10512 3.28903 5.17231
H -0.89312 1.84974 3.40691
H 1.11508 -1.54676 5.05467
H 2.09368 -0.11834 6.81864
H -2.69477 -0.61032 3.90915
H -1.87877 -2.12307 4.44466
H -2.65909 -2.04357 2.83135
N 3.32208 4.21870 2.66138
C 2.32441 5.08211 2.33545
O 2.26919 6.21811 2.76601
C 1.26659 4.55560 1.40882
C 0.46922 5.46003 0.72417
C -0.47770 4.96753 -0.15329
C -0.58758 3.59828 -0.32200
N 0.15227 2.71303 0.35835
C 1.04917 3.20155 1.21943
H 4.08211 4.60947 3.19370
H 3.51738 3.39722 2.10782
H 0.61341 6.51925 0.89048
H -1.11685 5.62436 -0.72523
H -1.29324 3.19250 -1.02983
H 1.58707 2.46236 1.79255



Entry 3:
Below is a 10-piece molecular cluster, C49H56N10O overall at a distorted geometry, with properties calculated with the ωB97M-V functional and the def2-TZVPD basis.

* energy relative to the best compared isomer or geometry (same formula, charge and spin): 0.0 kcal per mole
* structure (SMILES): COC[C@H](C)N.c1ccncc1.c1ccncc1.c1ccncc1.c1ccncc1.c1ccncc1.c1ccncc1.c1ccncc1.c1ccncc1.c1ccncc1
* E_HOMO: -8.95 eV
* LUMO: 0.53 eV
* frontier orbital gap: 9.47 eV

Element x y z (Å)
C 13.96164 10.45877 13.71337
O 14.58688 11.63835 14.20663
C 13.81816 12.18130 15.25480
C 14.34076 13.52445 15.68136
C 13.86628 13.94834 17.05390
N 14.15567 14.50413 14.61788
H 14.65140 9.89464 13.11893
H 13.18252 10.68755 12.95707
H 13.54487 9.84143 14.50796
H 12.73914 12.16680 14.99091
H 13.81167 11.49633 16.08681
H 15.46479 13.36703 15.75392
H 14.25350 13.24224 17.79145
H 12.78432 13.96538 17.13544
H 14.12414 14.97781 17.27609
H 14.24559 13.96397 13.73502
H 13.17152 14.74820 14.58928
C 17.42902 15.82609 18.88460
C 18.52482 16.62812 18.85370
C 18.53313 17.74828 19.68360
N 17.59506 18.01116 20.59728
C 16.57638 17.18249 20.67395
C 16.44356 16.03925 19.82976
H 17.28970 15.05526 18.17162
H 19.35699 16.48656 18.19122
H 19.41825 18.38104 19.66062
H 15.85501 17.39675 21.47560
H 15.58534 15.37105 19.90652
C 18.48104 16.17661 14.60191
C 17.54368 15.19391 14.37702
C 18.03115 13.85885 14.25408
N 19.32656 13.54424 14.41358
C 20.17148 14.53821 14.64434
C 19.82966 15.86043 14.69813
H 18.13341 17.19838 14.57376
H 16.50075 15.36936 14.22990
H 17.28819 13.06321 14.07295
H 21.25692 14.25700 14.79843
H 20.54355 16.68261 14.66472
C 17.55976 10.65034 10.25727
C 17.07161 9.83361 11.27668
C 16.14498 8.86367 10.87229
N 15.70846 8.70845 9.62555
C 16.26585 9.45564 8.69949
C 17.17955 10.46859 8.92968
H 18.17988 11.49062 10.47271
H 17.37544 9.97471 12.30188
H 15.69263 8.21650 11.62588
H 15.98340 9.29752 7.65610
H 17.52686 11.11003 8.14093
C 18.90372 9.76169 16.80581
C 17.59174 10.32682 16.92233
C 16.60629 9.47299 17.41526
N 16.76597 8.26002 17.88361
C 18.03221 7.79233 17.81656
C 19.13295 8.51505 17.33392
H 19.71070 10.42286 16.44550
H 17.35780 11.36656 16.75645
H 15.59408 9.85171 17.51439
H 18.14114 6.78232 18.20626
H 20.14296 8.08248 17.44775
C 15.92111 14.51228 9.98603
C 15.47728 15.79257 9.97554
C 14.30702 16.03916 10.65737
N 13.58770 15.13864 11.36693
C 13.96395 13.89494 11.15950
C 15.17060 13.50420 10.62334
H 16.88456 14.26528 9.56833
H 16.10264 16.60534 9.58910
H 13.91455 17.04134 10.67694
H 13.27975 13.10838 11.51110
H 15.47213 12.47381 10.61322
C 13.43973 17.69045 15.88856
C 12.12451 18.17023 15.72130
C 11.78761 19.27270 16.52293
N 12.53512 19.83484 17.45372
C 13.80146 19.32906 17.61731
C 14.27315 18.24179 16.87556
H 13.80083 16.88197 15.23522
H 11.50646 17.78239 14.95179
H 10.75692 19.62664 16.44008
H 14.35249 19.74208 18.45316
H 15.30201 17.85810 17.01023
C 8.26774 14.79239 14.86962
C 8.96809 14.24079 13.81255
C 10.38852 14.25991 13.89861
N 11.07705 14.72404 14.92780
C 10.34979 15.23010 15.94230
C 8.97705 15.30270 15.94123
H 7.21724 14.75011 14.80953
H 8.45682 13.77150 12.99337
H 10.92138 13.89551 13.00713
H 10.90323 15.66773 16.75750
H 8.43266 15.76551 16.76636
C 10.92758 10.22957 8.18892
C 10.01052 10.85680 9.00386
C 10.42738 11.30209 10.26822
N 11.65280 11.13530 10.74697
C 12.55418 10.57831 9.93274
C 12.24077 10.09074 8.68161
H 10.62836 9.79000 7.20956
H 8.97178 10.94294 8.69779
H 9.68485 11.79530 10.89714
H 13.53199 10.45345 10.37245
H 13.02077 9.53385 8.16231
C 10.41229 9.23925 16.41678
C 11.29302 8.94793 17.41457
C 11.75288 9.97939 18.19980
N 11.41683 11.27845 18.05646
C 10.57439 11.52019 17.02961
C 10.04239 10.55974 16.17154
H 9.97046 8.43900 15.82666
H 11.59135 7.95104 17.62945
H 12.46564 9.81683 18.97387
H 10.35040 12.57105 16.85839
H 9.45297 10.80756 15.29958



Number 1: M 1132.7 g mol⁻¹. Number 2: M 918.9 g mol⁻¹. Number 3: M 801.1 g mol⁻¹.